No. 1
{
  "formula": "C37H36AsCl3N2O5PPdS2",
  "method": "the ωB97M-V functional and the def2-TZVPD basis",
  "e_homo_ev": [-10.611, -10.598],
  "total_charge": 1,
  "relative_energy_ev": 0.386,
  "elements": ["Pd", "O", "S", "O", "O", "C", "C", "C", "C", "C", "C", "P", "C", "C", "C", "C", "C", "C", "C", "C", "C", "C", "C", "C", "H", "H", "H", "H", "H", "H", "H", "H", "H", "H", "H", "H", "H", "H", "C", "As", "C", "C", "O", "H", "H", "H", "H", "H", "H", "H", "H", "H", "Cl", "C", "C", "C", "C", "C", "C", "N", "C", "C", "N", "C", "O", "C", "C", "C", "Cl", "S", "C", "C", "C", "Cl", "C", "H", "H", "H", "H", "H", "H", "H", "H", "H", "H", "H", "H", "H"],
  "positions_angstrom": [[0.158029, 0.447834, -0.140440], [0.650263, 1.267071, 1.763586], [1.242513, 0.004959, 2.370677], [0.992782, -0.207105, 3.761102], [0.846336, -1.134010, 1.532400], [2.981062, 0.145881, 2.111960], [3.807461, 0.392187, 3.197892], [5.176674, 0.457334, 3.000089], [5.706767, 0.273136, 1.728149], [4.872711, 0.036473, 0.645133], [3.494685, -0.021926, 0.821924], [2.411344, -0.187047, -0.643707], [3.057007, 1.114396, -1.737863], [2.532875, 2.400265, -1.607363], [3.025291, 3.436540, -2.386533], [4.038538, 3.194207, -3.304267], [4.564939, 1.917675, -3.438036], [4.076218, 0.877905, -2.658774], [2.788295, -1.764428, -1.402259], [3.301007, -2.818812, -0.650928], [3.476077, -4.061840, -1.242939], [3.131423, -4.255332, -2.574702], [2.602811, -3.207517, -3.321356], [2.416054, -1.965315, -2.734903], [3.364409, 0.514577, 4.180400], [5.835813, 0.638206, 3.840841], [6.778549, 0.327081, 1.575824], [5.297531, -0.101146, -0.343595], [1.751384, 2.590155, -0.897797], [2.617432, 4.433859, -2.277607], [4.415681, 4.003016, -3.920576], [5.361130, 1.729896, -4.148776], [4.484398, -0.121084, -2.774512], [3.561280, -2.667298, 0.390483], [3.880126, -4.881578, -0.660817], [3.270698, -5.228899, -3.031152], [2.332775, -3.361156, -4.359717], [1.979316, -1.149480, -3.302113], [-2.396482, -1.037095, 0.446779], [-1.664329, -1.585766, -1.244326], [-3.107423, -1.872922, -2.461219], [-0.753321, -3.236649, -0.940363], [-0.592792, -0.450163, -1.914955], [-3.295610, -1.609101, 0.673854], [-2.631172, 0.019117, 0.413000], [-1.646616, -1.230165, 1.203707], [-3.811883, -2.602511, -2.066661], [-2.679811, -2.238198, -3.390270], [-3.605990, -0.924120, -2.645238], [-1.429652, -3.970324, -0.505729], [0.063339, -3.025584, -0.250330], [-0.353893, -3.593775, -1.884333], [-8.516019, 5.362603, 2.545737], [-7.608893, 4.675427, 1.246695], [-6.319153, 4.229360, 1.465837], [-5.626075, 3.642139, 0.422209], [-6.184229, 3.491915, -0.846425], [-5.410594, 2.794790, -1.942171], [-4.103850, 3.546581, -2.283981], [-2.931701, 3.224234, -1.464353], [-2.361917, 4.020445, -0.487428], [-1.297470, 3.330281, -0.007064], [-1.188984, 2.134076, -0.695144], [-2.194098, 2.094835, -1.545738], [-5.078083, 1.420368, -1.714295], [-5.683122, 0.621448, -0.689573], [-7.177137, 0.531715, -0.730660], [-7.975996, 0.539870, 0.372822], [-7.480280, 0.645031, 2.014854], [-9.637903, 0.394603, -0.013551], [-9.284651, 0.312045, -1.684264], [-7.951439, 0.387704, -1.924379], [-7.474532, 3.995961, -1.040739], [-8.260524, 3.941240, -2.591979], [-8.187579, 4.575897, -0.005829], [-5.869293, 4.322411, 2.447412], [-4.623256, 3.271600, 0.610037], [-6.003110, 2.829047, -2.845778], [-4.297430, 4.609224, -2.178950], [-3.851123, 3.344381, -3.320985], [-2.748214, 4.998691, -0.233361], [-0.598800, 3.599700, 0.770850], [-2.379175, 1.311001, -2.261572], [-5.365528, 0.937969, 0.302609], [-5.268077, -0.364765, -0.879391], [-10.089868, 0.216868, -2.402438], [-7.514057, 0.345562, -2.918046], [-9.191584, 4.943121, -0.174112]],
  "atomic_forces_ev_per_a": [[0.20, 1.61, -2.05], [0.05, -0.79, -0.71], [-0.13, -1.22, 0.35], [0.03, 0.92, 0.08], [-0.06, -0.44, 0.56], [0.14, 0.11, -0.14], [-0.16, -0.05, 0.00], [0.16, -0.02, -0.07], [0.07, 0.03, 0.07], [0.03, 0.04, 0.01], [-0.13, -0.03, 0.09], [-0.20, 0.66, 0.41], [-0.02, -0.16, -0.15], [0.34, -0.06, -0.26], [0.01, -0.02, 0.03], [0.00, 0.08, -0.03], [0.05, -0.07, 0.00], [0.02, -0.03, -0.04], [-0.26, -0.16, -0.05], [0.04, 0.01, -0.01], [-0.02, -0.06, -0.01], [0.01, -0.03, 0.02], [-0.03, 0.01, 0.01], [0.00, -0.03, 0.02], [0.07, -0.03, -0.10], [-0.04, 0.02, -0.06], [-0.07, -0.05, 0.02], [-0.01, 0.05, 0.07], [-0.31, 0.08, 0.25], [0.00, -0.04, 0.00], [-0.02, -0.07, 0.06], [-0.06, 0.00, 0.03], [-0.01, 0.08, -0.01], [0.00, -0.02, -0.05], [-0.02, 0.05, -0.04], [0.01, 0.08, 0.02], [0.02, 0.01, 0.06], [0.05, -0.06, 0.01], [-0.09, -0.11, -0.14], [-0.12, -0.48, 0.20], [0.14, 0.12, -0.19], [0.08, 0.12, 0.03], [0.31, 0.35, 1.07], [-0.02, -0.06, -0.11], [-0.11, 0.20, 0.02], [0.17, 0.00, 0.22], [0.04, 0.00, 0.08], [-0.04, -0.05, -0.13], [-0.09, 0.05, 0.01], [-0.03, 0.01, 0.00], [0.03, -0.02, 0.04], [0.06, -0.07, -0.08], [0.01, 0.02, 0.00], [-0.05, 0.02, -0.03], [0.17, -0.06, 0.16], [0.02, -0.08, 0.03], [-0.10, -0.25, 0.10], [0.09, -0.01, 0.52], [0.15, -0.23, 0.01], [-0.23, 0.02, -0.02], [-0.11, 0.04, -0.13], [0.19, -0.25, -0.07], [-0.37, -0.33, 0.88], [0.07, 0.42, -0.04], [0.17, -0.12, -0.01], [-0.13, 0.33, -0.20], [0.01, 0.12, -0.17], [-0.05, 0.01, -0.05], [0.02, 0.06, -0.04], [-0.09, 0.01, 0.06], [-0.14, -0.01, -0.11], [0.21, 0.00, -0.11], [0.14, -0.06, 0.01], [0.08, -0.06, 0.03], [-0.16, 0.06, 0.02], [-0.06, -0.01, -0.08], [-0.09, 0.00, -0.02], [-0.21, 0.07, -0.23], [0.07, 0.12, -0.11], [0.11, -0.02, -0.07], [0.01, -0.22, -0.09], [-0.08, -0.06, -0.07], [-0.02, 0.05, 0.07], [0.06, 0.08, 0.09], [0.15, -0.17, 0.03], [0.15, 0.01, 0.12], [-0.08, 0.05, 0.18], [0.06, -0.02, -0.01]]
}

=====

No. 2
{
  "formula": "C34H51BN2O19",
  "method": "the ωB97M-V functional and the def2-TZVPD basis",
  "smiles": "CCCN[C@]1(CCc2ccccc2)OC(=O)O[C@H]1B(N)O.C[C@@H]1COC(=O)O1.C[C@@H]1COC(=O)O1.C[C@@H]1COC(=O)O1.C[C@@H]1COC(=O)O1.C[C@@H]1COC(=O)O1",
  "e_homo_ev": -8.578,
  "elements": ["C", "C", "C", "N", "C", "C", "C", "C", "C", "C", "C", "C", "C", "O", "C", "O", "O", "C", "B", "N", "O", "H", "H", "H", "H", "H", "H", "H", "H", "H", "H", "H", "H", "H", "H", "H", "H", "H", "H", "H", "H", "H", "C", "C", "C", "O", "C", "O", "O", "H", "H", "H", "H", "H", "H", "C", "C", "C", "O", "C", "O", "O", "H", "H", "H", "H", "H", "H", "C", "C", "C", "O", "C", "O", "O", "H", "H", "H", "H", "H", "H", "C", "C", "C", "O", "C", "O", "O", "H", "H", "H", "H", "H", "H", "C", "C", "C", "O", "C", "O", "O", "H", "H", "H", "H", "H", "H"],
  "positions_angstrom": [[1.661055, -1.502905, 1.026215], [0.265903, -0.766769, 0.983527], [0.369804, 0.800746, 1.116743], [1.436532, 1.399436, 0.265173], [0.892337, 2.288274, -0.786446], [0.884009, 3.836341, -0.496296], [-0.203442, 4.319513, 0.549182], [-1.654815, 3.828985, 0.278829], [-2.382027, 3.226026, 1.417798], [-3.725548, 2.682647, 1.317517], [-4.367658, 2.751930, -0.011506], [-3.714604, 3.372069, -1.163174], [-2.348587, 3.910498, -1.005947], [-0.235845, 1.735714, -1.516539], [-0.066999, 2.299048, -2.808554], [-0.919311, 2.450213, -3.622664], [1.280493, 2.635243, -3.074471], [1.956306, 2.037681, -1.940060], [3.515020, 2.337109, -1.651619], [4.486041, 2.115894, -2.773198], [4.043487, 2.772866, -0.418249], [1.769878, -2.049720, 2.021660], [1.622538, -2.318687, 0.255208], [2.506823, -0.802577, 0.839073], [-0.357922, -1.029815, 0.089004], [-0.329312, -1.122415, 1.878497], [0.660433, 1.007696, 2.193952], [-0.655762, 1.223583, 0.968275], [2.055175, 1.926939, 0.879432], [1.884384, 4.155345, -0.078715], [0.765256, 4.444790, -1.440812], [0.137335, 4.119685, 1.606340], [-0.232277, 5.449562, 0.471193], [-1.855552, 3.159394, 2.406648], [-4.263745, 2.195704, 2.201029], [-5.389319, 2.329220, -0.157421], [-4.198821, 3.456389, -2.159840], [-1.793786, 4.394101, -1.847407], [1.930513, 0.937113, -2.196788], [4.449305, 1.098449, -2.960550], [4.080076, 2.626626, -3.567570], [4.756165, 2.137287, -0.188454], [-2.758583, 1.141627, -5.849172], [-2.090919, 0.763070, -7.149954], [-2.330637, 1.727710, -8.276106], [-2.154256, 0.893427, -9.422721], [-2.483936, -0.371857, -9.038173], [-2.621556, -1.288228, -9.785588], [-2.640880, -0.445561, -7.687514], [-2.783613, 0.288918, -5.168689], [-2.230226, 1.961587, -5.365522], [-3.796125, 1.446797, -6.010177], [-1.021660, 0.594927, -6.984437], [-1.620925, 2.554379, -8.283788], [-3.348902, 2.127154, -8.296778], [-7.823101, -1.560821, 2.129772], [-7.172358, -0.687489, 3.177621], [-7.413590, 0.784517, 2.997984], [-6.280931, 1.350843, 3.659402], [-5.279052, 0.434095, 3.567806], [-4.136936, 0.647128, 3.857421], [-5.745225, -0.754143, 3.098485], [-7.393522, -2.563754, 2.146485], [-8.898580, -1.634614, 2.298867], [-7.658299, -1.163980, 1.125296], [-7.464500, -1.024668, 4.177668], [-8.341767, 1.121503, 3.458348], [-7.394269, 1.103688, 1.951848], [-0.585914, -4.668155, 6.438447], [0.302116, -4.858260, 5.230218], [1.238115, -3.714564, 4.959642], [1.470257, -3.845917, 3.555971], [0.356844, -4.437961, 3.035101], [0.130931, -4.537949, 1.871272], [-0.462998, -4.892693, 4.023226], [-1.413568, -5.379130, 6.421098], [-0.020849, -4.806747, 7.361683], [-1.028481, -3.669304, 6.451516], [0.840081, -5.808913, 5.308797], [2.171937, -3.791546, 5.516045], [0.790566, -2.732943, 5.142075], [4.586918, 1.032470, 5.011761], [5.287702, 0.710912, 3.711993], [5.018177, 1.688266, 2.602422], [5.245538, 0.885568, 1.441932], [4.967689, -0.402603, 1.799128], [4.881090, -1.311008, 1.031478], [4.798523, -0.509361, 3.144725], [4.591928, 0.165231, 5.674194], [5.073168, 1.867042, 5.519312], [3.539537, 1.294449, 4.842891], [6.361338, 0.586983, 3.887759], [5.689907, 2.545934, 2.620009], [3.983373, 2.042549, 2.576542], [3.595173, -5.270498, -3.016037], [3.882158, -3.873310, -2.517013], [2.666178, -3.011828, -2.346713], [3.211310, -1.698341, -2.478752], [4.307821, -1.812015, -3.273505], [4.901904, -0.885698, -3.735260], [4.632327, -3.118193, -3.477275], [4.509465, -5.742692, -3.379616], [3.171205, -5.886795, -2.221755], [2.893273, -5.256037, -3.853330], [4.474228, -3.920641, -1.597416], [2.192735, -3.139660, -1.376300], [1.919111, -3.152125, -3.133660]],
  "atomic_forces_ev_per_a": [[-0.96, -0.61, 0.32], [-0.14, 0.17, 0.60], [0.04, -0.96, 1.33], [-2.49, 0.25, 0.44], [4.11, -0.57, -1.64], [-0.88, 0.41, 0.72], [-0.20, 0.85, -0.61], [-2.21, -1.23, 0.65], [-0.55, -0.06, -1.11], [0.61, 0.74, -2.18], [1.39, 0.70, 0.14], [1.76, 0.11, 2.22], [-0.59, -0.61, 1.75], [0.30, 1.99, -1.01], [1.11, -0.25, -0.17], [0.06, -0.14, 0.70], [-1.89, -0.67, 0.97], [-0.33, 0.14, 1.01], [1.22, 0.81, -0.67], [-1.15, -0.13, 1.12], [-1.04, -1.55, -0.55], [0.14, 0.94, -1.33], [0.39, 0.86, 0.77], [-0.73, -0.72, 0.01], [0.78, 0.23, 0.60], [0.41, 0.42, -1.00], [-0.43, -0.17, -1.02], [0.98, -0.09, -0.05], [-0.17, 0.14, -0.61], [-0.89, -0.73, -0.51], [0.00, -0.94, 0.80], [-0.60, -0.15, -1.09], [0.14, -1.09, 0.13], [-0.55, 0.09, -1.07], [1.12, 1.01, -1.52], [0.95, 0.40, 0.20], [0.31, -0.21, 0.99], [-0.81, -0.57, 0.65], [0.22, 0.75, 0.85], [0.29, 0.58, -0.60], [0.29, -0.70, -0.06], [-0.01, 0.79, -0.21], [-0.32, -0.13, 0.00], [-0.28, 0.33, 0.98], [0.28, 0.41, -0.16], [-0.11, -0.37, 0.12], [-0.13, -0.41, -0.24], [0.04, 0.26, 0.17], [0.16, 0.07, -0.67], [0.18, 0.08, 0.01], [0.02, -0.12, -0.04], [0.05, -0.04, -0.12], [-0.01, 0.06, -0.11], [0.02, -0.11, -0.18], [0.02, -0.07, 0.18], [0.23, -0.14, -0.24], [-0.60, -0.61, -0.53], [-0.41, 0.31, 0.15], [0.36, -0.26, -0.04], [0.88, -0.07, 0.26], [-0.82, -0.13, -0.13], [0.18, 0.57, 0.30], [-0.10, 0.03, 0.13], [0.06, 0.02, 0.06], [0.01, 0.06, 0.08], [0.01, 0.13, 0.01], [0.17, 0.12, 0.10], [-0.02, -0.18, -0.01], [-0.34, 0.08, -0.07], [-0.43, -0.01, 0.88], [0.54, 0.12, 0.16], [-0.42, -0.28, -0.02], [-0.17, 0.00, -0.56], [0.10, 0.03, 0.30], [0.44, 0.16, -0.40], [0.15, -0.08, 0.04], [0.02, -0.03, -0.08], [0.08, -0.02, -0.06], [0.09, 0.08, -0.06], [0.05, 0.00, -0.22], [-0.13, -0.12, 0.09], [-0.29, -0.21, 0.06], [-0.24, 0.27, 0.88], [0.23, 0.49, -0.07], [-0.05, -0.33, 0.17], [-0.11, -0.92, -0.53], [0.19, 0.57, 0.38], [0.16, 0.17, -0.61], [0.16, 0.07, -0.01], [0.03, -0.05, -0.05], [0.07, 0.01, -0.08], [-0.01, 0.05, -0.12], [0.01, -0.10, -0.21], [0.02, -0.06, 0.16], [0.09, -0.05, -0.37], [-0.12, -0.96, -0.05], [-0.43, -0.02, 0.42], [0.38, 0.06, -0.31], [0.19, 0.08, -0.18], [-0.19, -0.17, 0.15], [-0.11, 0.75, 0.15], [0.00, 0.01, 0.17], [0.04, 0.08, 0.01], [0.00, 0.07, 0.06], [-0.08, 0.13, 0.01], [0.08, 0.19, -0.05], [0.12, -0.15, -0.03]]
}

=====

No. 3
{
  "formula": "C6H11NO3",
  "method": "the ωB97M-V functional and the def2-TZVPD basis",
  "smiles": "CC(=O)C(C)=O.N/C=C/O",
  "e_homo_ev": -8.891,
  "relative_energy_ev": 2.659,
  "elements": ["C", "C", "C", "C", "O", "O", "H", "H", "H", "H", "H", "H", "N", "C", "C", "O", "H", "H", "H", "H", "H"],
  "positions_angstrom": [[-2.020949, 1.263525, -0.425575], [0.854388, 0.479728, 2.148635], [0.067136, 1.181451, 1.079150], [-1.283445, 0.583610, 0.692100], [0.481512, 2.174850, 0.491535], [-1.693474, -0.426765, 1.250659], [-1.992175, 2.348610, -0.300366], [-1.579813, 0.982969, -1.384239], [-3.068948, 0.950790, -0.408015], [1.693133, -0.050613, 1.691644], [0.242762, -0.233304, 2.704737], [1.229534, 1.223215, 2.857131], [0.572474, -2.424328, -0.199604], [1.316165, -0.510509, -1.458406], [0.472745, -1.515900, -1.230504], [1.085543, 0.431962, -2.419413], [1.623510, 1.214947, -2.195312], [-0.257083, -2.335256, 0.399482], [0.467339, -3.368699, -0.577741], [2.206857, -0.332693, -0.869402], [-0.417221, -1.637582, -1.846496]],
  "atomic_forces_ev_per_a": [[-0.56, 0.10, 0.33], [-0.22, 0.05, 0.43], [1.05, 0.93, -0.38], [-0.85, -1.11, -0.03], [-0.63, -1.17, 0.62], [0.57, 1.13, -0.50], [0.24, -0.12, -0.19], [0.14, 0.15, 0.04], [0.23, -0.13, -0.02], [-0.05, 0.06, 0.04], [0.07, 0.02, -0.24], [0.14, -0.03, -0.23], [0.02, -1.73, 1.63], [-0.30, -0.05, 0.42], [-0.60, 1.40, -1.59], [0.35, 0.48, -0.01], [-0.44, -0.52, -0.28], [0.43, 0.15, -0.01], [0.30, 0.18, 0.18], [0.04, -0.28, 0.22], [0.09, 0.49, -0.43]]
}

=====

In order of appearance, E = -6799.01977, -2890.17080, -515.65249 a.u..